[1]
This record from the OMol25 dataset describes C37H40FeOP2 as an isolated structure. The level of theory is ωB97M-V with the def2-TZVPD basis set.

XYZ file:
```
81
Properties=species:S:1:pos:R:3:forces:R:3
Fe -0.159 1.216 -0.976 0.13 -1.75 -0.08
C -1.614 0.839 -2.581 -1.65 -1.94 0.64
C -1.764 -0.531 -2.297 -0.02 1.68 -2.45
C -1.095 -1.475 -3.302 0.23 -0.96 1.07
C 0.312 -1.011 -3.799 -0.67 -0.68 -0.84
C 1.178 -0.198 -2.865 -0.17 -0.28 -1.04
C 1.108 1.185 -2.752 0.83 -0.04 -0.59
C 0.316 1.936 -3.781 0.28 1.44 -0.15
C -1.140 1.467 -3.835 1.13 0.45 -1.42
C 1.768 0.327 2.819 0.10 -0.63 0.56
H -2.281 1.457 -2.041 -0.76 0.72 0.56
H -2.611 -0.941 -1.669 1.32 0.83 -0.58
H -1.701 -1.766 -4.190 -0.07 0.65 0.42
H -0.988 -2.447 -2.803 0.22 -0.03 0.13
H 0.872 -1.924 -4.105 -0.31 0.47 0.31
H 0.064 -0.528 -4.761 0.76 0.15 0.38
H 2.048 -0.785 -2.587 0.10 0.38 0.47
H 1.983 1.729 -2.394 -0.43 -0.34 -0.29
H 0.784 1.975 -4.796 -0.20 -0.66 0.41
H 0.373 2.998 -3.515 -0.30 0.00 0.27
H -1.737 2.311 -4.168 -0.48 0.24 0.53
H -1.171 0.837 -4.704 -0.50 -0.76 -0.15
H 0.995 1.105 2.800 0.56 0.25 0.20
H 2.645 0.481 3.502 -1.26 -0.08 -0.14
H 1.173 -0.603 2.992 1.13 0.51 0.09
P -1.937 -0.585 0.916 2.53 1.52 -1.06
P 2.427 0.121 1.185 -2.86 -0.95 -2.63
C -0.195 -1.071 0.151 -4.36 -2.63 2.15
C 1.165 -0.686 0.149 2.86 2.45 0.02
C -2.821 -2.121 1.258 -1.60 -0.90 -0.22
C -2.909 -3.052 0.195 0.11 -0.16 -0.01
C -3.516 -4.304 0.341 0.01 0.33 1.17
C -4.046 -4.658 1.615 0.10 -0.06 -0.96
C -4.151 -3.696 2.631 0.12 -0.54 -0.29
C -3.585 -2.422 2.424 0.28 -0.33 -0.08
C -3.128 0.795 0.415 -1.60 0.98 -1.21
C -2.602 2.108 0.213 0.09 0.40 0.73
C -3.404 3.247 -0.009 -0.64 -0.47 0.02
C -4.813 3.099 -0.157 0.48 -0.57 -0.41
C -5.365 1.801 -0.118 0.74 -0.03 0.12
C -4.512 0.665 0.127 -0.61 0.79 0.64
C 3.858 -0.968 1.256 1.20 -0.96 -0.19
C 3.598 -2.317 1.620 0.26 0.08 0.75
C 4.637 -3.217 1.912 0.25 0.83 -0.24
C 5.960 -2.764 1.755 -0.14 0.32 -0.57
C 6.252 -1.455 1.332 -0.45 0.16 -0.21
C 5.199 -0.575 1.019 -0.48 -0.11 0.86
C 2.916 1.818 0.616 1.04 0.83 0.68
C 2.878 2.905 1.532 -0.62 -0.03 0.24
C 3.038 4.234 1.098 -0.02 -0.88 -0.21
C 3.312 4.480 -0.244 0.07 -0.55 -0.19
C 3.424 3.434 -1.153 0.18 -1.18 -0.41
C 3.320 2.100 -0.703 -0.66 -0.13 0.54
H -0.504 -2.039 -0.423 0.70 1.95 1.08
H 1.568 -0.688 -0.879 0.12 0.03 0.81
H -2.476 -2.780 -0.772 -0.08 -0.23 0.35
H -3.551 -5.001 -0.506 0.06 0.30 0.49
H -4.384 -5.702 1.747 -0.01 0.81 0.09
H -4.666 -3.992 3.587 0.66 0.66 -1.09
H -3.756 -1.718 3.232 0.34 0.22 -0.22
H -1.504 2.310 0.332 -0.79 -0.24 0.00
H -2.972 4.274 -0.030 -0.15 -1.08 -0.12
H -5.449 3.974 -0.419 0.55 -0.75 0.49
H -6.472 1.691 -0.237 1.20 -0.15 0.02
H -5.025 -0.302 0.210 0.40 0.24 -0.04
H 2.572 -2.661 1.776 0.20 0.31 -0.23
H 4.438 -4.231 2.300 0.05 0.68 -0.50
H 6.781 -3.462 1.830 0.06 -0.03 0.46
H 7.290 -1.077 1.262 -0.72 -0.54 -0.13
H 5.395 0.446 0.673 0.02 -0.38 0.22
H 2.650 2.728 2.604 0.11 0.15 -0.92
H 2.878 5.071 1.770 0.24 -0.19 0.11
H 3.495 5.469 -0.610 -0.25 0.51 0.01
H 3.524 3.606 -2.250 0.24 0.00 1.08
H 3.409 1.223 -1.349 0.14 0.58 -0.13
C -1.121 -0.713 3.612 -0.44 0.15 0.89
C -1.622 0.225 2.594 1.34 0.58 -2.11
O -1.598 1.443 2.664 -0.09 -1.45 0.79
H -0.926 -1.762 3.329 0.09 0.76 -0.19
H -1.997 -0.700 4.232 -0.41 -0.41 1.11
H -0.336 -0.200 4.150 0.13 -0.30 0.39
```
Positions in Å, forces in eV/Å.

* orbital gap (alpha / beta): 0.162 / 0.206 Eh
* E_tot: -3455.1114 Ha
* HOMO energy (alpha / beta): -3.92 / -5.12 eV
* multiplicity: 5


[2]
This record from the OMol25 dataset describes C37H40NP3Rh as an isolated structure. The level of theory is ωB97M-V with the def2-TZVPD basis set.

XYZ file:
```
82
Properties=species:S:1:pos:R:3:forces:R:3
C -1.526 2.556 -4.315 -0.12 -0.06 0.22
C -1.187 1.478 -3.506 0.19 -0.30 0.33
C 0.182 1.249 -3.230 0.22 0.21 -0.26
C 1.168 2.100 -3.755 -0.16 0.14 -0.30
C 0.805 3.198 -4.534 0.05 -0.16 0.14
C -0.544 3.420 -4.814 -0.02 -0.09 0.05
C 2.567 1.745 -3.355 0.21 0.30 0.53
C 2.794 0.267 -3.440 0.02 -0.27 -0.11
C 1.741 -0.512 -2.931 0.51 0.05 -0.41
C 1.844 -1.925 -2.914 -0.21 0.39 0.09
C 3.004 -2.515 -3.408 -0.19 0.02 0.20
C 4.058 -1.733 -3.894 -0.05 0.05 0.08
C 3.959 -0.341 -3.905 -0.19 0.03 0.06
H -2.584 2.712 -4.547 0.42 0.04 0.01
H 1.581 3.863 -4.928 -0.34 -0.23 0.15
H -0.847 4.266 -5.429 0.12 -0.19 0.11
H 3.305 2.296 -3.943 -0.03 0.06 0.35
H 3.072 -3.608 -3.402 0.06 0.41 -0.08
H 4.957 -2.223 -4.261 -0.19 0.14 0.05
H 4.777 0.280 -4.283 -0.27 -0.27 0.14
N 0.594 0.145 -2.495 -0.35 -0.30 -0.28
Rh -0.035 -0.007 -0.457 0.81 -2.02 -1.11
C -2.208 0.509 -2.958 -0.36 0.04 0.07
H -2.021 -0.515 -3.319 -0.04 0.29 0.04
H -3.217 0.807 -3.266 0.13 -0.10 -0.06
C 0.671 -2.726 -2.411 0.15 -0.08 0.13
H -0.237 -2.531 -3.003 0.29 -0.02 0.15
H 0.896 -3.798 -2.464 -0.10 0.13 -0.05
P -2.162 0.425 -1.110 -0.04 0.70 0.06
P 0.252 -2.312 -0.662 -0.85 0.00 -0.11
C 1.508 -3.254 0.272 -0.02 -0.17 -0.06
H 1.345 -3.163 1.352 0.09 0.00 -0.27
H 1.461 -4.314 -0.016 0.01 0.26 0.14
H 2.506 -2.862 0.039 -0.21 -0.03 0.04
C -1.280 -3.271 -0.413 0.02 -0.64 0.11
H -1.036 -4.340 -0.327 -0.17 0.17 -0.06
H -1.778 -2.958 0.513 0.12 -0.05 -0.32
H -1.963 -3.135 -1.260 0.23 0.05 0.20
C -2.743 2.082 -0.621 -0.50 0.04 -0.22
H -3.722 2.289 -1.079 0.20 0.07 0.17
H -2.832 2.138 0.472 0.06 -0.01 -0.26
H -2.019 2.834 -0.959 -0.17 -0.20 0.10
C -3.526 -0.683 -0.657 -0.44 0.07 -0.07
H -3.420 -0.995 0.389 0.01 0.04 -0.26
H -4.483 -0.153 -0.767 0.17 -0.20 -0.01
H -3.537 -1.570 -1.302 0.02 0.21 0.18
H 2.622 1.986 -2.251 0.36 0.13 -0.98
H 1.367 -0.816 -0.176 0.37 1.20 0.08
C -1.072 4.195 3.990 -0.31 0.48 1.11
C -0.857 4.228 2.611 0.49 -0.89 -1.92
C -0.564 3.057 1.905 0.06 2.26 0.23
C -0.544 1.831 2.594 0.49 -2.01 -1.82
C -0.719 1.804 3.986 -0.17 0.73 2.61
C -0.985 2.983 4.682 0.17 -1.20 -0.17
P -0.167 0.266 1.732 0.42 0.79 1.46
C 1.493 -0.028 2.455 -2.69 -0.05 -0.66
C 2.568 0.653 1.853 2.32 0.94 -0.29
C 3.853 0.547 2.385 -1.08 0.44 -0.97
C 4.072 -0.228 3.530 0.73 0.02 0.12
C 3.003 -0.898 4.137 -1.75 -0.21 -0.14
C 1.709 -0.795 3.607 1.51 -0.56 2.17
C -1.367 -0.846 2.567 -0.16 -0.48 0.15
C -1.075 -2.201 2.811 -0.43 0.26 0.03
C -2.072 -3.067 3.268 0.04 0.10 0.06
C -3.358 -2.588 3.533 0.13 0.03 -0.14
C -3.648 -1.236 3.331 0.13 0.00 -0.05
C -2.668 -0.372 2.837 0.26 -0.33 0.06
H -1.301 5.115 4.536 0.13 -0.34 -0.24
H -0.913 5.177 2.074 0.00 -0.28 0.14
H -0.352 3.092 0.835 -0.10 -0.04 0.27
H -0.656 0.859 4.538 -0.05 0.39 -0.25
H -1.125 2.946 5.764 0.02 0.04 -0.35
H 2.394 1.266 0.962 0.03 -0.27 0.38
H 4.676 1.081 1.909 -0.22 -0.18 0.15
H 5.075 -0.297 3.952 -0.30 0.01 -0.08
H 3.169 -1.495 5.032 -0.02 0.09 -0.21
H 0.885 -1.299 4.115 0.31 0.19 -0.18
H -0.066 -2.587 2.652 -0.37 0.13 -0.04
H -1.833 -4.122 3.418 -0.11 0.32 0.03
H -4.132 -3.269 3.890 0.25 0.22 -0.07
H -4.642 -0.846 3.558 0.30 -0.15 -0.09
H -2.913 0.682 2.682 0.13 -0.29 0.01
```
Positions in Å, forces in eV/Å.

* orbital gap (alpha / beta): 0.152 / 0.152 Eh
* net charge: +1
* E_tot: -2622.9536 Ha
* HOMO energy (alpha / beta): -6.20 / -10.44 eV
* multiplicity: 5


[3]
This record from the OMol25 dataset describes C37H40O2P2Pt as an isolated structure. The level of theory is ωB97M-V with the def2-TZVPD basis set.

XYZ file:
```
82
Properties=species:S:1:pos:R:3:forces:R:3
Pt 0.199 0.013 2.195 -0.54 0.21 3.55
C -1.629 0.883 -3.620 0.64 4.17 -1.04
C -1.726 -0.439 -3.456 -0.06 -4.01 -0.29
C -0.929 -1.457 -4.228 0.43 0.17 0.74
C 0.517 -1.099 -4.648 -0.08 -0.28 -0.15
C 1.345 -0.233 -3.742 0.39 0.07 0.17
C 1.382 1.105 -3.770 0.22 -0.46 -0.55
C 0.510 1.958 -4.635 0.12 0.45 0.17
C -0.959 1.508 -4.816 -0.73 -0.02 -0.18
C 1.620 0.527 3.682 1.28 0.15 0.73
H -2.152 1.584 -2.957 0.24 -0.43 0.08
H -2.494 -0.855 -2.786 0.15 0.35 -0.30
H -1.449 -1.736 -5.159 -0.46 0.03 0.30
H -0.892 -2.368 -3.618 -0.23 0.05 -0.18
H 1.058 -2.056 -4.729 -0.33 0.35 -0.20
H 0.490 -0.663 -5.654 0.16 -0.09 0.13
H 2.093 -0.793 -3.168 -0.17 0.47 -0.29
H 2.194 1.664 -3.308 -0.32 -0.33 0.06
H 0.945 2.044 -5.646 -0.06 0.07 0.33
H 0.522 2.963 -4.199 -0.17 -0.09 -0.18
H -1.523 2.411 -5.095 0.05 -0.35 0.12
H -0.998 0.824 -5.674 -0.11 0.03 0.28
H 1.280 1.458 4.160 -0.12 -0.20 -0.38
H 2.647 0.640 3.295 -0.49 -0.04 0.20
H 1.608 -0.284 4.429 -0.26 0.06 -0.59
P -1.416 -0.638 0.764 -0.49 -0.56 -1.53
P 1.794 0.113 0.749 1.17 -0.26 -1.01
C -0.374 -0.902 -0.657 -6.95 -1.23 -0.55
C 0.952 -0.628 -0.632 7.10 1.68 -0.31
C -2.404 -2.155 0.929 -0.15 -0.35 0.42
C -2.751 -2.980 -0.155 -0.01 0.03 0.30
C -3.494 -4.144 0.062 0.04 0.11 -0.05
C -3.865 -4.517 1.356 0.09 0.21 0.17
C -3.505 -3.712 2.441 0.00 0.12 -0.22
C -2.801 -2.530 2.223 0.14 0.05 -0.25
C -2.600 0.721 0.487 -0.25 0.34 -0.19
C -2.122 2.043 0.513 -0.28 -0.07 0.12
C -3.011 3.112 0.382 0.21 -0.19 -0.13
C -4.374 2.871 0.191 0.05 -0.12 0.00
C -4.857 1.559 0.169 0.17 0.09 -0.06
C -3.973 0.486 0.310 0.07 -0.04 0.06
C 3.249 -0.930 1.086 0.10 0.08 -0.37
C 3.059 -2.193 1.671 0.09 0.10 0.14
C 4.162 -2.984 1.998 -0.23 0.06 -0.11
C 5.455 -2.539 1.712 -0.13 0.12 -0.05
C 5.646 -1.288 1.121 -0.16 0.04 -0.12
C 4.548 -0.491 0.786 0.03 -0.14 0.26
C 2.411 1.801 0.438 -0.03 0.39 0.06
C 2.468 2.772 1.456 -0.01 -0.11 -0.28
C 2.980 4.044 1.181 -0.14 -0.22 0.03
C 3.326 4.397 -0.124 -0.11 -0.20 -0.09
C 3.204 3.457 -1.154 0.04 -0.17 0.27
C 2.820 2.147 -0.854 -0.13 0.23 0.01
H -0.862 -1.327 -1.538 0.46 0.13 0.21
H 1.633 -0.925 -1.419 -0.23 -0.64 0.28
H -2.433 -2.731 -1.167 -0.11 -0.09 0.17
H -3.780 -4.767 -0.787 0.12 0.18 0.27
H -4.435 -5.431 1.531 0.20 0.25 -0.13
H -3.760 -3.986 3.463 -0.03 -0.02 -0.28
H -2.525 -1.898 3.061 -0.12 -0.23 -0.14
H -1.059 2.219 0.686 -0.21 0.09 -0.03
H -2.632 4.133 0.441 -0.14 -0.28 -0.06
H -5.060 3.712 0.062 0.20 -0.30 0.14
H -5.927 1.373 0.055 0.36 0.04 0.01
H -4.356 -0.535 0.314 0.08 0.28 0.01
H 2.047 -2.534 1.901 0.26 0.02 0.00
H 4.002 -3.948 2.481 0.08 0.24 -0.17
H 6.312 -3.175 1.942 -0.28 0.27 0.00
H 6.653 -0.923 0.920 -0.26 -0.14 0.00
H 4.696 0.481 0.318 0.05 -0.19 0.16
H 2.105 2.528 2.454 0.24 0.22 -0.32
H 3.085 4.764 1.993 -0.09 -0.17 -0.26
H 3.682 5.405 -0.341 -0.13 -0.30 0.06
H 3.404 3.741 -2.187 0.17 -0.08 0.27
H 2.809 1.386 -1.631 0.02 0.19 0.28
C -2.043 -0.139 5.686 -0.05 -0.34 0.20
C -1.183 -0.570 4.532 -0.10 -0.19 0.61
O -0.496 -1.603 4.509 -0.71 1.80 -0.77
O -1.273 0.318 3.536 0.29 -1.12 0.59
H -1.930 -0.794 6.548 0.08 -0.03 -0.10
H -3.091 -0.148 5.371 0.13 0.11 0.03
H -1.773 0.882 5.966 -0.10 -0.06 -0.06
```
Positions in Å, forces in eV/Å.

* orbital gap (alpha / beta): 0.219 / 0.137 Eh
* net charge: +2
* E_tot: -2385.5785 Ha
* HOMO energy (alpha / beta): -11.94 / -13.96 eV
* multiplicity: 5